Computed, not measured: an isolated molecule of C4H7FS, with ωB97M-V/def2-TZVPD.

Each atom is followed by the atoms it is bonded to, with distances in Å.
Element x y z (Å)
1 C 0.04109 -0.31632 0.08713  C2 1.524, C3 1.520, C4 1.550, S13 1.803
2 C -1.39514 -0.26456 -0.42072  C1 1.524, H6 1.058, H7 1.090, F12 1.413
3 C 0.48177 0.73325 1.09511  C1 1.520, C4 1.543, H8 1.040, H9 1.068
4 C 1.02965 0.79618 -0.34597  C1 1.550, C3 1.543, H10 1.058, H11 1.139
5 H 0.83695 -2.17391 -1.06103  S13 1.369
6 H -1.56153 -0.74283 -1.34992  C2 1.058
7 H -1.62744 0.79753 -0.50389  C2 1.090
8 H -0.22845 1.45118 1.34544  C3 1.040
9 H 1.17482 0.40897 1.84012  C3 1.068
10 H 2.04764 0.54428 -0.48714  C4 1.058
11 H 0.64686 1.59610 -1.06048  C4 1.139
12 F -2.19703 -0.86841 0.57302  C2 1.413
13 S 0.75081 -1.96147 0.28833  C1 1.803, H5 1.369

Properties
Kohn-Sham gap (eV): 9.98
Energy above the lowest of the compared OMol25 structures with the same formula, charge and spin (eV): 1.309
SMILES string: FCC1(S)CC1
Total charge: 0
Energy (Eh): -654.616880
HOMO energy (eV): -9.14